(1)
8
Properties=species:S:1:pos:R:3:forces:R:3:lowdin_spin:R:1 method="wB97M-V/def2-TZVPD" lumo_energy_ev="0.044 / -1.650" orbital_gap_ev="7.957 / 8.832" multiplicity=3 charge=0 s2=2.009 homo_energy_ha="-0.2908 / -0.3852"
C 1.341309 0.477613 -0.278568 1.460 -1.059 -1.006 0.68
C -1.207960 -0.514287 0.403578 -0.803 0.866 1.724 0.63
Cl 1.469480 -0.607624 -1.676235 -0.583 1.021 0.216 0.13
Cl 0.745560 2.076836 -0.387365 1.316 -0.717 -0.346 0.16
Cl -1.603483 -1.560064 -0.832597 -0.517 -0.090 -0.489 0.15
Cl -0.933716 -1.278132 1.955715 -0.001 0.494 -0.777 0.12
Br -2.047473 1.263773 0.560963 -0.321 -1.748 -0.045 0.09
H 2.236280 0.141884 0.254512 -0.551 1.233 0.722 0.03



(2)
8
Properties=species:S:1:pos:R:3:forces:R:3:mulliken_charge:R:1 method="wB97M-V/def2-TZVPD" lumo_energy_ev=3.019 orbital_gap_ev=7.522 charge=-1 relative_energy_kj_mol=80.0 homo_energy_ha=-0.1655
C -0.774121 0.859226 -0.789612 0.853 2.260 0.134 0.41
C -0.126804 -0.284969 -0.088231 -0.694 0.482 -2.976 -0.18
O -1.894158 1.331150 -0.927162 1.410 -1.356 0.421 -0.55
F 0.929023 1.177284 1.502726 -0.338 0.257 0.578 -0.44
S 0.831601 1.446429 -1.358964 -1.776 -1.234 0.125 -0.33
S 0.614054 -0.545559 1.342564 0.900 1.810 1.895 0.24
Br 0.527678 -2.835468 1.056302 -0.150 -2.064 -0.181 -0.49
H -0.107273 -1.148093 -0.737623 -0.205 -0.155 0.004 0.34



(3)
8
Properties=species:S:1:pos:R:3:forces:R:3:mulliken_charge:R:1 method="wB97M-V/def2-TZVPD" lumo_energy_ev=3.360 orbital_gap_ev=7.348 charge=-1 relative_energy_kj_mol=41.5 homo_energy_ha=-0.1465
C 0.824865 1.216662 -0.813955 0.381 -0.456 -0.860 0.79
C 0.216531 0.646163 0.214596 -0.800 -0.686 1.124 -0.67
O 1.286368 2.236465 -1.242295 0.132 0.602 -0.160 -0.62
F 3.513178 -1.684838 -1.603173 -1.005 -0.133 0.141 -0.34
S 0.928273 -0.367858 -2.210070 0.232 0.032 0.078 -0.25
S 1.807430 -1.923695 -1.389949 0.887 0.282 -0.266 0.09
Br -0.187255 1.624338 1.815760 0.101 0.106 -0.051 -0.30
H -0.091471 -0.385190 0.262390 0.073 0.254 -0.007 0.29



(4)
6
Properties=species:S:1:pos:R:3:forces:R:3:mulliken_charge:R:1 method="wB97M-V/def2-TZVPD" lumo_energy_ev="-2.434 / -3.167" orbital_gap_ev="7.803 / 6.722" charge=0 relative_energy_kj_mol=163.9 homo_energy_ha="-0.3762 / -0.3634"
C -0.652635 -0.958992 -0.098520 -2.450 -0.641 0.781 0.61
C 0.400851 -0.116716 -0.179636 0.401 1.413 -1.589 -0.82
N -1.631305 -1.541025 0.105884 0.029 -0.343 -0.193 -0.31
Br 0.708673 0.656613 -1.848749 0.001 0.242 0.053 0.03
I -0.083310 2.403525 1.736013 0.080 -0.535 -0.348 0.02
H 1.257726 -0.443406 0.285008 1.939 -0.135 1.294 0.47



(5)
7
Properties=species:S:1:pos:R:3:forces:R:3:mulliken_charge:R:1 method="wB97M-V/def2-TZVPD" lumo_energy_ev="0.421 / 0.420" orbital_gap_ev="10.456 / 10.455" charge=0 relative_energy_kj_mol=820.0 homo_energy_ha="-0.3688 / -0.3688"
C -0.353034 -0.489335 0.975754 -1.730 -1.609 -0.641 0.08
C -1.139114 -1.342279 0.590930 1.562 1.666 0.946 -0.47
N 1.221638 -0.691792 -2.143542 0.616 5.069 -1.868 0.03
N 0.920144 -2.812863 -1.351039 -0.210 0.014 -0.153 -0.07
O 1.045789 -1.725535 -1.777322 -0.398 -5.101 2.024 0.04
Br -2.329578 -2.620431 0.182724 0.063 0.025 -0.112 0.03
H 0.232152 0.289112 1.408464 0.098 -0.065 -0.197 0.35



(6)
8
Properties=species:S:1:pos:R:3:forces:R:3:mulliken_charge:R:1 method="wB97M-V/def2-TZVPD" lumo_energy_ev=-0.364 orbital_gap_ev=9.263 charge=0 relative_energy_kj_mol=169.1 homo_energy_ha=-0.3538
C 0.318899 -1.717672 -0.075453 0.326 0.806 0.493 0.52
C 1.738508 1.505933 0.098853 -3.591 -4.941 -3.107 0.53
N 0.353263 -0.531589 -0.009288 -0.285 1.569 1.174 0.07
N 1.067486 0.455464 -0.501858 4.271 6.103 1.243 -0.42
O 0.104347 -2.822108 0.111682 -0.462 -2.861 -0.197 -0.37
O 2.288082 2.525520 0.110697 -0.191 -0.655 0.402 -0.32
Br -3.123430 -0.374736 -0.036441 -0.034 0.192 0.054 -0.22
H -2.747158 0.959188 0.301810 -0.036 -0.215 -0.061 0.20



(7)
5
Properties=species:S:1:pos:R:3:forces:R:3:mulliken_charge:R:1 method="wB97M-V/def2-TZVPD" lumo_energy_ev=0.613 orbital_gap_ev=8.660 charge=0 relative_energy_kj_mol=341.9 homo_energy_ha=-0.2957
C -0.723495 0.021518 0.098347 2.891 1.091 0.286 0.18
C 0.564500 0.127866 0.043375 -3.373 -0.010 0.552 -0.13
O -0.443423 -1.136845 -0.429235 0.581 -2.451 -1.186 -0.44
Br 2.227161 0.566272 -0.081513 2.004 0.300 -0.290 0.02
H -1.624742 0.421191 0.369026 -2.103 1.071 0.638 0.38



(8)
9
Properties=species:S:1:pos:R:3:forces:R:3:mulliken_charge:R:1 method="wB97M-V/def2-TZVPD" lumo_energy_ev="3.031 / 3.031" orbital_gap_ev="6.595 / 6.594" charge=-1 relative_energy_kj_mol=115.1 homo_energy_ha="-0.1310 / -0.1309"
C 0.691399 -0.637615 0.493607 2.389 -2.432 -0.872 -0.33
C 0.366613 -0.580301 -0.881598 6.703 -4.739 5.011 0.42
O -0.747303 -0.124753 -0.940398 -8.966 1.299 -3.376 -0.30
O -2.164851 1.302890 0.724997 -6.459 1.743 1.416 -0.76
O -0.253611 -0.293211 1.473838 -1.770 2.237 -3.387 -0.38
O 0.313343 1.736545 -0.084951 -2.852 0.733 2.239 -0.70
P -0.891061 0.890109 0.384246 9.203 0.829 -1.126 1.01
Br 1.112619 -1.828830 -2.202043 -0.358 1.211 0.550 -0.24
H 1.572852 -0.464834 1.032301 2.109 -0.881 -0.454 0.29



(9)
6
Properties=species:S:1:pos:R:3:forces:R:3:mulliken_charge:R:1 method="wB97M-V/def2-TZVPD" lumo_energy_ev="-1.795 / -4.122" orbital_gap_ev="10.441 / 5.291" charge=0 relative_energy_kj_mol=298.4 homo_energy_ha="-0.4497 / -0.3459"
C -2.257564 0.122306 -0.329658 0.932 -0.322 -0.772 0.44
C -1.018522 -0.201978 0.170357 -0.348 0.512 2.607 -0.37
N -3.247849 0.379055 -0.852966 -1.151 0.323 -0.282 -0.29
Cl 0.260345 -0.928745 -0.541626 0.862 -0.790 -1.425 -0.07
Cl 3.264926 -1.062519 -0.200274 0.007 0.062 0.008 -0.04
H -0.852040 -0.097848 1.238660 -0.302 0.216 -0.135 0.33



(10)
9
Properties=species:S:1:pos:R:3:forces:R:3:mulliken_charge:R:1 method="wB97M-V/def2-TZVPD" lumo_energy_ev="2.603 / 3.345" orbital_gap_ev="7.522 / 8.715" charge=-1 relative_energy_kj_mol=219.6 homo_energy_ha="-0.1808 / -0.1974"
C -0.810371 0.254467 0.088902 3.978 0.938 -1.247 0.50
C 1.886981 -0.001866 0.183946 -0.531 0.252 -0.893 -0.17
N -1.371015 -0.661523 0.758825 2.661 -1.847 2.694 -0.21
N -1.528433 0.934697 -0.784212 1.153 0.050 0.837 -0.32
N -2.599102 -0.536156 0.453930 -3.186 0.580 -1.247 -0.41
N -2.696493 0.421250 -0.463416 -2.830 -0.062 -0.680 -0.30
Cl 2.248901 0.687829 -1.433866 -0.111 -0.372 0.509 -0.17
Cl 2.396970 -1.710431 0.311789 -0.429 0.863 0.002 -0.17
H 2.472562 0.611735 0.884104 -0.704 -0.401 0.025 0.25